Entry 1:
{
  "formula": "C44H90F6N4O20S6Sr",
  "method": "ωB97M-V with the def2-TZVPD basis set",
  "species": ["Sr", "O", "C", "O", "O", "H", "C", "F", "F", "F", "S", "O", "O", "N", "S", "O", "O", "C", "F", "F", "F", "C", "C", "C", "C", "C", "C", "N", "O", "C", "C", "C", "H", "H", "H", "H", "H", "H", "H", "H", "H", "H", "H", "H", "H", "H", "H", "H", "H", "H", "H", "C", "C", "C", "C", "C", "C", "N", "O", "C", "C", "C", "H", "H", "H", "H", "H", "H", "H", "H", "H", "H", "H", "H", "H", "H", "H", "H", "H", "H", "H", "C", "C", "C", "C", "C", "C", "N", "O", "C", "C", "C", "H", "H", "H", "H", "H", "H", "H", "H", "H", "H", "H", "H", "H", "H", "H", "H", "H", "H", "H", "C", "S", "O", "C", "H", "H", "H", "H", "H", "H", "C", "S", "O", "C", "H", "H", "H", "H", "H", "H", "C", "S", "O", "C", "H", "H", "H", "H", "H", "H", "C", "S", "O", "C", "H", "H", "H", "H", "H", "H", "C", "C", "O", "C", "O", "O", "H", "H", "H", "H", "C", "C", "O", "C", "O", "O", "H", "H", "H", "H"],
  "coordinates": [[-18.628, -9.911, -4.360], [-20.774, -8.445, -0.442], [-21.052, -8.722, -1.668], [-22.250, -8.991, -2.010], [-20.112, -8.704, -2.440], [-19.819, -8.346, -0.464], [-14.460, -7.772, -3.006], [-13.159, -7.807, -2.969], [-14.815, -7.722, -1.755], [-14.935, -6.667, -3.770], [-15.140, -9.398, -3.915], [-15.580, -8.870, -5.201], [-14.044, -10.393, -4.022], [-16.525, -9.896, -3.053], [-15.882, -10.809, -2.012], [-15.775, -12.196, -2.415], [-14.649, -10.382, -1.376], [-17.170, -10.816, -0.662], [-17.318, -9.570, -0.092], [-18.343, -11.150, -1.165], [-16.821, -11.738, 0.208], [-9.494, -11.180, -0.994], [-9.372, -10.366, -2.248], [-7.909, -10.095, -2.560], [-7.217, -11.181, -3.370], [-8.029, -11.605, -4.585], [-9.502, -12.010, -4.259], [-10.153, -11.044, -3.367], [-11.464, -11.341, -3.062], [-10.299, -12.005, -5.608], [-9.525, -13.549, -3.826], [-9.935, -8.927, -1.947], [-8.771, -10.904, -0.226], [-9.130, -12.169, -1.269], [-10.469, -11.239, -0.509], [-7.765, -9.211, -3.181], [-7.448, -9.998, -1.578], [-7.185, -12.023, -2.678], [-6.140, -11.062, -3.491], [-7.658, -12.548, -4.986], [-8.005, -10.693, -5.181], [-9.858, -12.503, -6.472], [-11.372, -12.199, -5.595], [-10.386, -10.940, -5.824], [-8.789, -13.750, -3.047], [-10.444, -13.840, -3.317], [-9.601, -14.231, -4.673], [-10.960, -9.050, -1.596], [-10.012, -8.453, -2.926], [-9.290, -8.265, -1.370], [-11.777, -11.099, -3.936], [-12.920, -11.520, 1.692], [-12.050, -10.791, 2.721], [-11.922, -9.293, 2.372], [-13.116, -8.427, 2.807], [-13.451, -8.623, 4.308], [-13.609, -10.142, 4.750], [-12.551, -10.933, 4.079], [-12.775, -12.286, 4.489], [-13.401, -10.138, 6.295], [-15.015, -10.591, 4.201], [-10.664, -11.368, 2.820], [-13.896, -11.038, 1.732], [-13.104, -12.593, 1.636], [-12.678, -11.398, 0.636], [-10.982, -8.761, 2.525], [-12.081, -9.272, 1.294], [-14.005, -8.743, 2.261], [-12.977, -7.400, 2.469], [-14.465, -8.236, 4.411], [-12.810, -7.996, 4.928], [-13.234, -11.168, 6.608], [-12.441, -9.654, 6.477], [-14.251, -9.765, 6.867], [-15.866, -10.120, 4.694], [-15.148, -10.329, 3.152], [-15.137, -11.674, 4.211], [-10.582, -12.258, 3.445], [-9.906, -10.723, 3.264], [-10.242, -11.644, 1.853], [-13.707, -12.400, 4.289], [-21.001, -5.521, 3.497], [-19.749, -6.070, 2.767], [-19.962, -5.602, 1.347], [-18.665, -5.553, 0.520], [-17.490, -4.952, 1.221], [-17.254, -5.562, 2.563], [-18.501, -5.494, 3.300], [-18.375, -5.847, 4.655], [-16.638, -6.968, 2.251], [-16.146, -4.778, 3.338], [-19.798, -7.649, 2.897], [-21.043, -5.928, 4.507], [-21.922, -5.850, 3.015], [-21.065, -4.433, 3.520], [-20.613, -6.343, 0.883], [-20.481, -4.644, 1.332], [-18.705, -5.083, -0.463], [-18.640, -6.619, 0.294], [-17.680, -3.889, 1.370], [-16.683, -4.849, 0.496], [-16.347, -7.410, 3.204], [-17.328, -7.550, 1.639], [-15.770, -6.798, 1.615], [-15.469, -4.385, 2.579], [-16.628, -4.028, 3.964], [-15.605, -5.358, 4.085], [-19.384, -8.032, 3.830], [-19.484, -8.217, 2.022], [-20.869, -7.847, 2.950], [-18.454, -5.055, 5.192], [-17.994, -13.539, -7.218], [-16.709, -12.208, -7.045], [-17.332, -11.351, -5.928], [-15.234, -12.800, -6.165], [-18.910, -13.177, -7.685], [-18.163, -13.871, -6.194], [-17.513, -14.264, -7.875], [-15.110, -13.880, -6.085], [-15.440, -12.507, -5.136], [-14.340, -12.206, -6.358], [-17.847, -5.731, -3.620], [-17.449, -6.456, -5.246], [-18.112, -7.811, -5.524], [-18.386, -5.275, -6.311], [-18.750, -6.224, -3.259], [-17.952, -4.655, -3.476], [-17.096, -6.152, -2.952], [-17.997, -4.265, -6.443], [-19.334, -5.509, -5.828], [-18.651, -5.584, -7.323], [-20.460, -12.584, 0.645], [-20.504, -11.783, 2.314], [-19.327, -10.888, 2.115], [-21.902, -10.596, 2.195], [-19.687, -13.332, 0.472], [-20.315, -11.811, -0.110], [-21.382, -13.103, 0.383], [-21.860, -10.058, 3.142], [-22.925, -10.968, 2.131], [-21.824, -9.853, 1.401], [-19.962, -14.714, -2.764], [-20.558, -13.173, -3.464], [-19.350, -12.227, -3.741], [-21.148, -13.751, -5.025], [-19.333, -15.206, -3.506], [-20.810, -15.352, -2.517], [-19.352, -14.599, -1.868], [-20.260, -14.239, -5.427], [-21.675, -13.020, -5.639], [-21.893, -14.448, -4.643], [-13.218, -5.019, -1.300], [-14.089, -4.144, -2.252], [-14.055, -2.907, -1.557], [-13.084, -2.830, -0.668], [-12.834, -1.862, 0.117], [-12.469, -4.062, -0.609], [-12.577, -5.694, -1.867], [-13.866, -5.649, -0.689], [-15.067, -4.578, -2.461], [-13.587, -3.883, -3.183], [-13.156, -14.177, -2.255], [-12.892, -14.537, -3.673], [-14.089, -15.126, -4.027], [-14.945, -15.264, -3.042], [-16.163, -15.518, -3.056], [-14.377, -14.876, -1.968], [-13.302, -13.097, -2.274], [-12.268, -14.411, -1.667], [-12.032, -15.177, -3.871], [-12.704, -13.632, -4.251]],
  "total_charge": 1,
  "s_squared": 0.754,
  "homo_ev": [-9.16, -9.16],
  "orbital_gap_ev": [6.8, 2.5],
  "spin_multiplicity": 2
}


Entry 2:
{
  "formula": "C31H42AlBeBrCl7F2IN3O10",
  "method": "ωB97M-V with the def2-TZVPD basis set",
  "species": ["C", "C", "C", "Br", "C", "C", "N", "C", "C", "O", "C", "C", "O", "C", "C", "O", "N", "C", "O", "F", "C", "C", "N", "C", "C", "C", "I", "H", "H", "H", "H", "H", "H", "H", "H", "H", "H", "H", "H", "H", "H", "H", "H", "H", "H", "H", "H", "H", "Cl", "C", "C", "Cl", "C", "C", "C", "C", "H", "H", "H", "H", "F", "C", "Cl", "Cl", "Cl", "H", "Al", "C", "O", "C", "O", "O", "C", "H", "H", "H", "H", "H", "H", "C", "C", "O", "H", "H", "H", "H", "H", "H", "O", "C", "C", "O", "H", "H", "H", "H", "Cl", "Be", "Cl"],
  "coordinates": [[-4.332, -1.874, -0.352], [-3.055, -1.676, 0.594], [-1.678, -1.467, -0.275], [-1.944, -1.834, -2.248], [-0.443, -2.294, 0.321], [0.866, -1.525, 0.732], [0.879, -0.061, 0.551], [1.699, 0.385, -0.590], [2.594, -0.575, -1.526], [1.692, 1.611, -0.919], [1.164, 0.672, 1.800], [2.446, 1.573, 2.101], [0.315, 0.542, 2.735], [2.099, -2.284, 1.272], [3.478, -1.639, 1.733], [3.527, -1.229, 2.931], [4.707, -1.522, 0.912], [5.855, -2.159, 1.557], [6.974, -1.630, 1.567], [5.663, -3.391, 2.222], [1.982, -3.843, 1.419], [0.651, -4.487, 0.990], [-0.485, -3.743, 0.455], [-1.671, -4.574, 0.067], [-2.360, -5.322, 1.319], [-3.794, -5.908, 0.799], [-5.276, -5.691, 2.427], [-5.253, -1.878, 0.338], [-4.487, -0.985, -1.066], [-4.334, -2.885, -0.888], [-3.221, -0.718, 1.221], [-2.896, -2.517, 1.354], [-1.490, -0.328, -0.230], [2.131, -1.619, -1.673], [3.695, -0.599, -1.229], [2.560, -0.084, -2.572], [3.423, 1.174, 1.658], [2.264, 2.590, 1.577], [2.507, 1.800, 3.220], [4.940, -0.509, 0.861], [2.810, -4.513, 1.815], [0.558, -5.628, 1.105], [-1.261, -5.405, -0.625], [-2.461, -4.013, -0.531], [-1.687, -6.214, 1.599], [-2.529, -4.575, 2.195], [-3.691, -7.034, 0.569], [-4.153, -5.367, -0.158], [-2.572, 1.691, -2.124], [-1.816, 3.154, -2.652], [-2.123, 3.751, -3.874], [-3.294, 3.088, -4.957], [-1.476, 4.925, -4.252], [-0.527, 5.504, -3.415], [-0.226, 4.910, -2.194], [-0.869, 3.737, -1.814], [-1.708, 5.394, -5.202], [-0.022, 6.420, -3.715], [0.512, 5.361, -1.538], [-0.626, 3.279, -0.861], [-5.950, -3.931, -1.824], [2.527, 6.206, -5.499], [1.177, 5.303, -6.198], [3.491, 6.962, -6.774], [1.945, 7.427, -4.354], [3.162, 5.506, -4.959], [-5.352, -4.009, -3.664], [-0.927, 1.568, 5.299], [-1.137, 2.652, 6.228], [-1.688, 3.775, 5.672], [-1.990, 3.908, 4.520], [-1.828, 4.688, 6.638], [-2.397, 5.920, 6.200], [-0.489, 0.736, 5.849], [-1.878, 1.240, 4.875], [-0.234, 1.864, 4.511], [-3.413, 5.757, 5.805], [-1.761, 6.394, 5.448], [-2.464, 6.583, 7.063], [-5.526, -2.394, -9.064], [-4.721, -2.161, -7.801], [-4.392, -3.405, -7.190], [-6.444, -2.943, -8.837], [-5.790, -1.446, -9.539], [-4.960, -3.000, -9.777], [-5.298, -1.574, -7.083], [-3.794, -1.622, -8.022], [-3.875, -3.915, -7.828], [8.160, 1.130, 4.070], [8.729, 0.031, 3.677], [10.367, 0.216, 3.758], [10.931, -0.879, 3.353], [8.522, -0.301, 2.647], [8.509, -0.882, 4.254], [10.570, 0.536, 4.793], [10.585, 1.136, 3.192], [0.733, 2.947, 6.967], [-5.222, 5.299, 5.674], [-2.105, -3.281, 3.385]],
  "total_charge": 1,
  "homo_ev": -9.69,
  "orbital_gap_ev": 1.8
}


Entry 3:
{
  "formula": "C12H15N5O2S",
  "method": "ωB97M-V with the def2-TZVPD basis set",
  "species": ["C", "C", "C", "H", "H", "H", "H", "O", "C", "O", "C", "H", "H", "S", "C", "N", "N", "C", "N", "N", "H", "H", "C", "N", "C", "C", "C", "C", "H", "H", "H", "H", "H", "H", "H"],
  "coordinates": [[6.182, 0.375, -1.526], [5.940, 0.806, -0.084], [6.579, -0.148, 0.917], [7.657, -0.145, 0.782], [6.207, -1.158, 0.766], [6.351, 0.165, 1.934], [6.330, 1.820, 0.069], [4.531, 0.981, 0.182], [3.700, -0.050, 0.092], [3.987, -1.180, -0.195], [2.293, 0.405, 0.418], [1.971, 1.216, -0.234], [2.235, 0.748, 1.452], [1.163, -0.998, 0.185], [-0.306, -0.072, 0.109], [-0.425, 1.239, 0.175], [-1.717, 1.532, 0.105], [-2.402, 0.411, 0.008], [-1.531, -0.648, 0.007], [-1.817, -1.983, -0.187], [-2.835, -2.088, -0.112], [-1.312, -2.561, 0.479], [-3.840, 0.298, -0.043], [-4.363, -0.930, -0.055], [-5.678, -1.054, -0.087], [-6.545, 0.025, -0.109], [-6.003, 1.304, -0.093], [-4.631, 1.451, -0.057], [-4.147, 2.413, -0.039], [-6.647, 2.172, -0.108], [-7.612, -0.130, -0.139], [-6.046, -2.073, -0.095], [5.674, 1.050, -2.210], [7.248, 0.398, -1.736], [5.812, -0.634, -1.685]],
  "e_above_lowest_kj_mol": 14.3,
  "homo_ev": -8.14,
  "orbital_gap_ev": 8.6,
  "smiles": "CC(C)OC(=O)CSc1nnc(-c2ccccn2)n1N"
}


Entry 4:
{
  "formula": "C5H7FS",
  "method": "ωB97M-V with the def2-TZVPD basis set",
  "species": ["C", "C", "C", "C", "C", "H", "H", "H", "H", "H", "H", "H", "F", "S"],
  "coordinates": [[0.250, -1.158, 0.293], [-0.982, -0.431, 0.659], [-0.905, 0.727, -0.342], [0.626, 1.188, -0.361], [1.302, -0.141, -0.086], [0.708, -1.902, 0.977], [-1.162, -0.257, 1.714], [-1.814, -1.162, 0.419], [-1.476, 1.635, -0.177], [-1.139, 0.254, -1.348], [0.879, 1.647, -1.307], [0.827, 1.893, 0.405], [-0.094, -1.916, -0.837], [2.978, -0.375, -0.009]],
  "e_above_lowest_kj_mol": 53.7,
  "homo_ev": -8.85,
  "orbital_gap_ev": 8.1,
  "smiles": "F[C@@H]1CCCC1=S"
}


Entry 5:
{
  "formula": "C15H15Cl2F6N3O7PdS2",
  "method": "ωB97M-V with the def2-TZVPD basis set",
  "species": ["Pd", "Cl", "C", "C", "C", "Cl", "C", "O", "C", "C", "O", "C", "H", "H", "H", "F", "C", "F", "F", "S", "O", "O", "N", "S", "O", "O", "C", "F", "F", "F", "C", "N", "C", "C", "C", "N", "C", "C", "O", "H", "H", "H", "H", "H", "H", "H", "H", "H", "H", "H", "H"],
  "coordinates": [[-0.052, -0.206, 0.423], [3.323, -5.122, 4.900], [2.460, -3.815, 4.360], [1.366, -3.358, 5.099], [0.663, -2.288, 4.617], [-0.636, -1.650, 5.418], [1.021, -1.645, 3.276], [0.288, -0.810, 2.822], [2.253, -2.142, 2.600], [2.805, -1.483, 1.371], [2.322, -0.514, 0.849], [2.913, -3.180, 3.125], [1.092, -3.842, 6.027], [3.729, -1.940, 0.983], [3.807, -3.577, 2.658], [0.192, -1.856, -4.876], [-0.353, -0.799, -4.320], [0.284, 0.303, -4.689], [-1.632, -0.711, -4.631], [-0.146, -0.928, -2.486], [1.248, -1.163, -2.263], [-0.672, 0.288, -1.853], [-1.071, -2.176, -2.123], [-1.370, -2.304, -0.614], [-2.306, -1.366, -0.036], [-0.099, -2.273, 0.216], [-2.129, -3.986, -0.496], [-3.245, -3.973, -1.181], [-1.293, -4.892, -0.964], [-2.371, -4.208, 0.788], [-2.715, 2.754, 0.666], [-1.604, 3.098, -0.214], [-1.830, 4.142, -1.217], [-1.061, 3.792, -2.475], [0.408, 3.652, -2.138], [0.593, 2.845, -0.924], [1.913, 2.256, -0.742], [-0.409, 2.530, -0.110], [-0.204, 1.681, 0.870], [-2.915, 3.573, 1.357], [-2.485, 1.859, 1.232], [-3.602, 2.575, 0.060], [-1.525, 5.112, -0.815], [-2.900, 4.181, -1.409], [-1.192, 4.565, -3.230], [-1.447, 2.855, -2.880], [0.873, 4.627, -1.976], [0.944, 3.155, -2.947], [2.646, 2.940, -1.165], [1.995, 1.296, -1.259], [2.127, 2.129, 0.315]],
  "total_charge": 2,
  "e_above_lowest_kj_mol": 65.4,
  "homo_ev": [-14.38, -14.38],
  "orbital_gap_ev": [3.9, 3.9]
}